Density functional theory data (wB97M-V/def2-TZVPD) for the molecule C17H24N2O6S.

Computed properties:
Frontier orbital gap: 9.766 eV
Energy above the lowest of the compared OMol25 structures with the same formula, charge and spin: 71.5 kcal/mol
Maximum force: 6.1 eV/A
Molar mass: 384.45 g mol⁻¹

Geometry as ORCA input:
```
! wB97M-V def2-TZVPD RIJCOSX def2/J DEFGRID3
* xyz 0 1
C -7.142 3.982 0.411
S -5.436 4.498 0.818
O -5.067 5.327 -0.253
O -5.421 5.205 2.147
C -4.295 3.125 0.911
C -4.254 2.425 2.144
C -3.354 1.367 2.314
C -2.467 0.872 1.310
C -1.574 -0.273 1.715
C -0.187 -0.246 1.050
N 0.589 0.880 1.621
C 0.618 -1.555 1.118
O 1.569 -1.397 2.192
C 1.154 -2.176 -0.159
O 0.352 -2.493 -1.089
N 2.480 -2.317 -0.223
C 3.418 -2.584 -1.358
C 3.314 -4.044 -1.787
O 3.588 -4.327 -2.969
O 3.093 -4.950 -0.917
C 3.167 -1.374 -2.381
C 4.513 -0.878 -2.900
C 5.464 -1.072 -1.724
C 5.003 -2.360 -1.086
C -2.539 1.601 0.075
C -3.408 2.720 -0.156
H -7.202 3.501 -0.590
H -7.509 3.253 1.191
H -7.705 4.868 0.310
H -4.642 2.757 3.103
H -3.564 0.659 3.169
H -1.402 -0.202 2.804
H -2.035 -1.219 1.524
H -0.309 -0.090 -0.068
H 1.300 1.253 0.899
H -0.001 1.589 2.026
H -0.127 -2.333 1.443
H 1.709 -0.395 2.300
H 2.972 -2.240 0.701
H 3.137 -5.666 -1.503
H 2.471 -1.513 -3.210
H 2.773 -0.570 -1.693
H 4.406 0.155 -3.252
H 4.944 -1.508 -3.676
H 6.471 -1.361 -1.967
H 5.500 -0.242 -0.925
H 5.640 -3.079 -1.477
H 5.283 -2.303 -0.057
H -1.871 1.377 -0.782
H -3.416 3.352 -1.095
*
```

=====

Density functional theory data (wB97M-V/def2-TZVPD) for a structure of composition C17H24N3O3PdS.

Computed properties:
Frontier orbital gap: 8.600 eV
Energy above the lowest of the compared OMol25 structures with the same formula, charge and spin: 0.0 kcal/mol
Maximum force: 0.4 eV/A
Molar mass: 456.88 g mol⁻¹

Geometry as ORCA input:
```
! wB97M-V def2-TZVPD RIJCOSX def2/J DEFGRID3
* xyz 1 1
Pd -0.999 -0.736 1.071
O 2.999 0.027 0.549
C 1.811 0.204 0.711
O 1.021 -0.677 1.260
C 1.188 1.523 0.277
C 2.027 2.646 0.114
C 1.457 3.834 -0.238
C 0.061 3.903 -0.459
C -0.606 5.093 -0.833
C -1.954 5.090 -1.051
C -2.697 3.897 -0.915
C -2.080 2.734 -0.551
C -0.687 2.713 -0.304
N -0.105 1.546 0.080
H 3.088 2.530 0.275
H 2.057 4.728 -0.357
H -0.030 6.002 -0.947
H -2.460 6.002 -1.339
H -3.761 3.909 -1.113
H -2.627 1.802 -0.468
N -3.009 -1.209 1.197
C -3.311 -1.851 2.500
C -3.129 -0.860 3.642
C -1.687 -0.469 3.933
N -1.114 0.322 2.820
H -3.628 -0.414 1.065
H -3.182 -1.845 0.422
H -2.628 -2.693 2.613
H -4.331 -2.238 2.501
H -3.560 -1.289 4.546
H -3.713 0.044 3.430
H -1.064 -1.356 4.050
H -1.636 0.103 4.862
H -0.138 0.550 2.999
H -1.612 1.201 2.710
O -0.884 -1.996 -0.549
S 0.537 -2.168 -1.140
C 1.400 -3.329 -0.033
C 1.369 -4.717 -0.678
C 0.176 -4.750 -1.628
C 0.253 -3.436 -2.391
H 0.840 -3.261 0.899
H 2.394 -2.925 0.148
H 1.315 -5.494 0.083
H 2.290 -4.879 -1.242
H -0.761 -4.792 -1.070
H 0.205 -5.603 -2.304
H -0.639 -3.147 -2.944
H 1.117 -3.401 -3.059
*
```

=====

Density functional theory data (wB97M-V/def2-TZVPD) for a structure of composition C17H24N4O2RbS.

Computed properties:
Frontier orbital gap: 5.676 eV
Energy above the lowest of the compared OMol25 structures with the same formula, charge and spin: 5.6 kcal/mol
Maximum force: 1.5 eV/A
Molar mass: 433.94 g mol⁻¹

Geometry as ORCA input:
```
! wB97M-V def2-TZVPD RIJCOSX def2/J DEFGRID3
* xyz -1 1
Rb -0.716 0.298 1.376
S -4.559 -2.906 3.932
C -3.976 -1.770 5.075
C -3.029 -0.929 4.574
C -2.680 -1.130 3.209
C -3.414 -2.155 2.705
C -3.442 -2.673 1.381
C -4.304 -3.723 0.995
C -4.337 -4.141 -0.312
C -3.503 -3.519 -1.238
C -2.669 -2.515 -0.775
N -2.624 -2.102 0.476
H -4.383 -1.803 6.073
H -2.587 -0.159 5.190
H -4.944 -4.183 1.734
H -5.007 -4.937 -0.622
H -3.509 -3.803 -2.281
H -1.998 -2.000 -1.454
N 1.406 3.660 3.431
C 1.563 2.632 2.382
O 0.483 2.356 1.724
C 2.952 2.676 1.761
C 2.613 1.550 2.725
H 0.544 3.451 3.925
H 2.172 3.590 4.094
H 3.655 3.425 2.102
H 3.081 2.386 0.728
H 3.130 1.550 3.681
H 2.502 0.559 2.282
C 1.420 -1.697 -2.495
N 1.923 -0.427 -2.999
C 2.490 -0.449 -4.326
C 1.375 0.672 -2.349
O 0.551 0.457 -1.472
N 1.737 1.952 -2.656
C 2.741 2.477 -3.547
C 1.221 3.014 -1.804
H 1.972 -2.511 -2.959
H 0.351 -1.819 -2.693
H 1.557 -1.743 -1.414
H 2.443 -1.461 -4.724
H 3.547 -0.161 -4.314
H 1.941 0.196 -5.017
H 3.082 1.774 -4.290
H 3.612 2.825 -2.981
H 2.317 3.340 -4.068
H 0.740 2.602 -0.919
H 0.511 3.630 -2.363
H 2.048 3.645 -1.478
*
```

=====

Density functional theory data (wB97M-V/def2-TZVPD) for a structure of composition C17H24N4O2S.

Computed properties:
Frontier orbital gap: 8.411 eV
Energy above the lowest of the compared OMol25 structures with the same formula, charge and spin: 358.3 kcal/mol
Maximum force: 13.0 eV/A
Molar mass: 348.47 g mol⁻¹

Geometry as ORCA input:
```
! wB97M-V def2-TZVPD RIJCOSX def2/J DEFGRID3
* xyz 0 1
C -4.379 -3.832 0.000
H -4.626 -4.712 0.459
H -4.898 -3.604 -0.989
C -4.433 -2.629 0.779
N -3.980 -1.610 -0.053
C -4.779 -0.400 0.010
O -5.928 -0.263 0.572
C -4.031 0.787 -0.979
H -4.779 1.568 -1.220
H -3.493 0.306 -1.752
S -2.778 1.827 0.114
C -1.488 0.633 -0.222
N -1.412 -0.830 -0.788
N -0.172 -1.065 -0.627
C 0.597 -0.302 -0.226
N -0.183 0.795 0.405
C 0.367 1.932 0.850
H 0.786 1.893 1.844
H -0.458 2.811 0.897
C 1.246 2.864 -0.057
C 0.524 3.081 -1.592
H 0.150 2.251 -1.822
H -0.322 3.811 -1.287
H 1.173 3.660 -2.008
C 1.748 4.289 0.221
H 2.355 3.947 1.387
H 0.915 4.586 0.665
H 2.468 4.800 -0.238
H 2.064 2.137 -0.246
C 2.067 -0.553 0.126
C 2.780 0.032 1.107
C 4.085 -0.369 1.118
C 4.804 -1.014 0.257
C 4.017 -1.637 -0.877
C 2.653 -1.309 -0.933
H 2.154 -1.398 -1.740
H 4.536 -2.066 -1.818
O 6.102 -1.228 0.686
C 6.802 -1.936 -0.530
H 7.732 -1.884 -0.093
H 6.518 -3.078 -0.481
H 6.655 -1.416 -1.285
H 4.595 -0.057 2.125
H 2.237 0.301 1.995
H -3.168 -1.405 -0.366
H -5.360 -2.448 1.098
H -3.797 -2.864 1.746
H -3.276 -4.157 -0.372
*
```

=====

Density functional theory data (wB97M-V/def2-TZVPD) for a structure of composition C17H24N4O3.

Computed properties:
Frontier orbital gap: 7.260 eV
Energy above the lowest of the compared OMol25 structures with the same formula, charge and spin: 288.2 kcal/mol
Maximum force: 7.6 eV/A
Molar mass: 332.40 g mol⁻¹

Geometry as ORCA input:
```
! wB97M-V def2-TZVPD RIJCOSX def2/J DEFGRID3
* xyz 0 1
C 1.730 0.764 1.842
C 1.022 -0.262 2.768
C 2.379 0.218 0.489
C 2.728 1.435 -0.487
C 3.690 2.362 -0.408
C 1.972 1.770 -1.636
C 2.524 2.758 -2.240
C 1.009 0.967 -2.403
C 1.909 3.343 -3.347
C 0.392 1.444 -3.568
C 0.874 2.734 -4.014
C -0.876 0.188 1.208
C -2.286 0.823 1.387
C -1.038 -0.780 -0.018
C -1.898 -1.890 0.633
C -2.757 -2.921 -0.331
C -3.493 -3.991 0.423
H 2.297 1.643 3.556
H 3.977 0.808 2.479
H 0.850 1.509 1.577
H 1.707 -0.417 -0.062
H 3.300 -0.228 0.652
H 4.567 2.393 0.266
H 3.482 4.708 -0.857
H 0.910 -0.115 -2.025
H 2.032 4.414 -3.779
H -0.519 0.779 -3.996
H 0.517 3.292 -4.802
H -0.692 -1.423 2.662
H -0.302 1.229 1.074
H -1.400 -0.233 -0.829
H -0.068 -1.155 -0.400
H -2.790 -1.367 1.282
H -1.300 -2.406 1.445
H -1.979 -3.323 -1.250
H -3.396 -2.156 -0.889
H -3.001 -4.161 1.515
H -4.454 -3.660 0.732
H -4.646 -5.008 -0.988
H -2.834 -5.194 -1.129
H -2.202 0.862 3.582
N 2.872 1.540 2.546
N 3.643 3.179 -1.517
N -0.349 -0.438 2.400
N -3.757 -5.266 -0.299
O 1.484 -1.023 3.593
O -3.125 1.095 0.518
O -2.704 1.164 2.645
*
```

=====

Density functional theory data (wB97M-V/def2-TZVPD) for a cluster of 3 separate species, C17H24N4OS in total.

Computed properties:
Frontier orbital gap: 7.471 eV
Energy above the lowest of the compared OMol25 structures with the same formula, charge and spin: 171.4 kcal/mol
Maximum force: 6.4 eV/A
Molar mass: 332.47 g mol⁻¹

Geometry as ORCA input:
```
! wB97M-V def2-TZVPD RIJCOSX def2/J DEFGRID3
* xyz 0 1
C -4.299 -1.057 1.234
C -3.155 -0.311 0.380
O -3.051 -1.011 -0.874
C -1.758 -0.200 1.206
C -0.760 -1.450 1.010
C -0.048 -1.880 -0.342
C 0.858 -3.122 -0.450
C 1.127 -4.039 0.814
N 1.942 -5.262 0.864
S 1.765 -5.674 2.515
N 0.782 -4.508 3.285
C 0.463 -3.608 2.196
C -0.456 -2.334 2.265
H -4.504 -0.427 2.166
H -5.249 -1.034 0.570
H -4.076 -2.158 1.436
H -3.478 0.773 0.122
H -2.834 -0.385 -1.598
H -1.230 0.821 1.059
H -2.062 -0.211 2.326
H -0.257 -1.234 -1.286
H 1.326 -3.414 -1.449
H -0.911 -2.056 3.274
C 0.204 2.153 -5.254
C 1.394 1.523 -4.538
C 1.028 0.237 -3.793
C -0.009 0.531 -2.747
N -0.843 0.780 -1.911
H -0.576 2.455 -4.550
H 0.518 3.050 -5.795
H -0.234 1.457 -5.976
H 1.813 2.251 -3.836
H 2.174 1.299 -5.272
H 1.914 -0.183 -3.309
H 0.634 -0.511 -4.487
C 1.153 1.201 2.847
C 2.144 2.269 3.299
C 2.038 3.561 2.485
C 2.326 3.277 1.036
N 2.552 3.053 -0.105
H 1.336 0.892 1.814
H 1.244 0.310 3.472
H 0.124 1.566 2.921
H 3.159 1.865 3.224
H 1.965 2.496 4.354
H 2.756 4.297 2.854
H 1.036 3.990 2.573
*
```

=====

Density functional theory data (wB97M-V/def2-TZVPD) for a structure of composition C17H25ClN2S2.

Computed properties:
Frontier orbital gap: 8.244 eV
Maximum force: 18.2 eV/A
Molar mass: 356.99 g mol⁻¹

Geometry as ORCA input:
```
! wB97M-V def2-TZVPD RIJCOSX def2/J DEFGRID3
* xyz 0 1
C -2.384 1.228 3.072
C -0.975 1.174 3.371
C -0.324 2.026 4.276
C 0.919 1.955 4.796
C 1.593 1.112 4.291
C 1.147 0.027 3.434
C -0.224 0.057 3.089
N -0.627 -0.562 2.005
C -0.037 -1.261 1.004
N 1.084 -0.966 0.550
H 1.690 -0.143 0.899
C 1.949 -1.497 -0.495
C 1.093 -1.000 -1.891
C 1.336 0.312 -2.115
H 2.277 0.898 -1.923
H 0.547 0.745 -1.292
S 0.653 0.868 -3.742
C -0.992 0.304 -3.794
C -1.011 -0.838 -4.864
C -2.520 -1.408 -4.772
C -3.380 -0.052 -5.322
C -3.144 0.941 -4.383
C -1.678 1.438 -4.431
H -1.372 1.597 -5.338
H -1.467 2.601 -3.860
H -3.621 0.890 -3.570
H -4.012 1.959 -4.857
H -2.944 0.077 -6.463
H -4.481 -0.540 -5.285
H -2.966 -1.620 -3.815
H -2.544 -2.141 -5.490
H -0.707 -0.515 -5.707
H -0.465 -1.719 -4.358
H -1.355 0.201 -2.774
H 1.804 -1.588 -2.643
H 0.403 -1.597 -2.092
H 1.715 -2.506 -0.517
H 2.847 -1.600 -0.441
S -0.912 -2.587 0.257
H -1.502 -1.030 2.234
H 1.708 -0.896 2.939
Cl 3.469 0.519 4.909
H 1.366 2.591 5.680
H -1.099 2.805 4.990
H -2.348 1.433 2.096
H -2.895 2.226 3.406
H -3.071 0.433 3.420
*
```

=====

Density functional theory data (wB97M-V/def2-TZVPD) for a structure of composition C17H25F12O17S2V.

Computed properties:
Frontier orbital gap (spin up / spin down): 8.879 / 6.574 eV
Maximum force: 4.8 eV/A
Molar mass: 844.42 g mol⁻¹

Geometry as ORCA input:
```
! wB97M-V def2-TZVPD RIJCOSX def2/J DEFGRID3
* xyz -1 2
O 0.312 0.175 0.127
V -0.059 1.491 0.858
O -0.927 1.124 2.155
C -4.169 1.205 -1.548
F -4.875 1.544 -2.655
F -5.123 0.875 -0.745
F -3.390 0.194 -1.847
S -3.150 2.686 -0.776
O -2.567 3.480 -1.910
O -4.017 3.467 0.095
O -2.040 1.995 -0.048
S 1.390 4.044 -1.170
O 0.328 4.249 -2.220
O 2.696 3.922 -1.821
O 1.512 5.260 -0.415
O 1.017 2.791 -0.399
C -0.978 4.761 1.769
O -0.341 3.564 2.286
C 0.819 3.796 3.179
C 1.458 2.562 3.724
O 1.899 1.705 2.605
C 2.538 0.629 3.137
H -0.317 5.291 1.083
H -1.437 5.396 2.526
H -1.714 4.430 1.036
H 0.434 4.225 4.104
H 1.453 4.578 2.761
H 0.734 1.932 4.241
H 2.323 2.807 4.340
H 3.329 0.848 3.855
H 3.080 0.071 2.374
H 1.838 -0.056 3.616
C 2.432 -0.077 -2.256
C 3.951 0.266 -2.245
O 4.293 1.492 -2.932
C 4.004 1.660 -4.206
O 3.403 0.909 -4.919
C 4.435 2.996 -4.821
F 5.354 3.571 -4.122
F 4.986 2.635 -6.010
F 3.383 3.751 -5.131
H 2.173 -0.489 -1.281
H 2.160 -0.577 -3.186
H 1.751 0.769 -2.355
H 4.503 -0.642 -2.489
H 4.272 0.488 -1.227
C -3.098 -2.002 3.022
C -2.146 -2.634 4.051
O -2.645 -3.964 4.167
C -1.862 -4.881 4.793
O -0.679 -4.727 5.206
C -2.588 -6.257 4.976
F -3.868 -6.169 4.499
F -2.017 -7.222 4.218
F -2.634 -6.546 6.285
H -2.972 -2.559 2.094
H -2.799 -0.957 2.943
H -4.098 -1.952 3.454
H -2.246 -2.023 4.948
H -1.129 -2.777 3.686
C -1.512 -2.276 -1.474
C -1.637 -3.359 -2.504
O -0.448 -3.371 -3.265
C -0.151 -4.337 -4.087
O -0.705 -5.425 -4.121
C 0.935 -3.833 -5.091
F 1.474 -2.639 -4.739
F 1.819 -4.792 -5.181
F 0.458 -3.679 -6.334
H -2.416 -2.194 -0.870
H -1.323 -1.280 -1.874
H -0.700 -2.483 -0.778
H -2.458 -3.148 -3.190
H -1.710 -4.308 -1.973
*
```